{
  "formula": "C45H88F6N10O5",
  "method": "the ωB97M-V functional and the def2-TZVPD basis",
  "symbols": ["C", "C", "C", "O", "C", "N", "H", "H", "H", "H", "H", "H", "H", "H", "H", "H", "H", "H", "C", "C", "N", "C", "C", "N", "C", "C", "H", "H", "H", "H", "H", "H", "H", "H", "H", "H", "H", "C", "C", "N", "C", "C", "N", "C", "C", "H", "H", "H", "H", "H", "H", "H", "H", "H", "H", "H", "C", "C", "N", "C", "C", "N", "C", "C", "H", "H", "H", "H", "H", "H", "H", "H", "H", "H", "H", "C", "C", "N", "C", "C", "N", "C", "C", "H", "H", "H", "H", "H", "H", "H", "H", "H", "H", "H", "C", "C", "C", "N", "C", "C", "C", "C", "C", "C", "H", "H", "H", "H", "H", "H", "H", "H", "H", "H", "H", "H", "H", "H", "H", "H", "H", "H", "H", "H", "C", "O", "O", "C", "F", "F", "F", "C", "C", "H", "H", "H", "H", "H", "H", "C", "O", "O", "C", "F", "F", "F", "C", "C", "H", "H", "H", "H", "H", "H"],
  "coordinates": [[-1.618863, 2.681627, -5.979824], [-1.497379, 1.204006, -5.691335], [-1.126868, 0.970305, -4.238202], [-0.942091, -0.477053, -3.894357], [0.014491, -0.622493, -2.767985], [-2.682541, 0.365957, -6.009611], [-2.793611, -0.984713, -3.382604], [-3.318883, 0.610644, -5.284627], [-3.134900, 0.717624, -6.854514], [-2.191494, 3.221842, -5.241709], [-2.081861, 2.826575, -6.918338], [-0.575401, 3.083187, -5.927948], [-0.653877, 0.822869, -6.201726], [-1.858311, 1.400749, -3.592940], [-0.140242, 1.417180, -4.146760], [-0.207485, 0.023035, -1.918322], [0.959925, -0.369824, -3.233707], [0.029214, -1.705046, -2.508454], [-0.708887, -6.902258, -8.749654], [-0.726957, -5.442679, -9.216481], [-1.098124, -4.532387, -8.158676], [-1.231524, -3.221548, -8.288247], [-1.601756, -2.704993, -7.052257], [-1.630260, -3.747010, -6.199438], [-1.427624, -4.856791, -6.872307], [-1.959883, -3.660038, -4.750614], [-1.704535, -7.363039, -8.663226], [-0.057748, -6.987840, -7.820597], [-0.252516, -7.481904, -9.487595], [-1.460745, -5.240534, -9.949177], [0.241462, -5.140849, -9.509431], [-1.114249, -2.635408, -9.161182], [-1.750629, -1.690366, -6.706069], [-1.549036, -5.871866, -6.487795], [-1.682567, -4.601176, -4.259693], [-2.965468, -3.288812, -4.714800], [-1.316787, -2.782738, -4.417675], [-9.664292, -8.068612, 1.981674], [-9.853896, -8.437613, 0.540526], [-9.288288, -7.485769, -0.341014], [-8.135826, -6.813044, -0.217550], [-7.962975, -6.028950, -1.312444], [-9.047888, -6.267886, -2.116106], [-9.824809, -7.132330, -1.473645], [-9.458329, -5.429264, -3.222193], [-8.656779, -8.334265, 2.350815], [-10.462714, -8.534130, 2.577179], [-9.800373, -6.988542, 2.143076], [-10.829403, -8.549659, 0.206499], [-9.412245, -9.407346, 0.329140], [-7.375234, -6.850202, 0.591919], [-7.075200, -5.406093, -1.547635], [-10.746593, -7.560392, -1.854978], [-8.605008, -5.361470, -3.912478], [-9.627022, -4.407613, -2.835699], [-10.291767, -5.892287, -3.667531], [-0.362288, 9.041968, -0.151405], [-0.861343, 8.367253, 1.142246], [-0.109820, 7.234353, 1.541351], [0.104723, 6.156955, 0.695763], [0.863010, 5.250977, 1.391181], [1.036052, 5.777738, 2.640153], [0.435427, 6.987225, 2.723407], [1.965181, 5.234947, 3.713425], [-1.102393, 9.825045, -0.267431], [-0.415913, 8.474447, -1.055762], [0.616381, 9.548526, 0.018562], [-1.904278, 8.029278, 1.036300], [-0.817011, 8.974195, 2.047817], [-0.241738, 6.176655, -0.316838], [1.267374, 4.319330, 1.211957], [0.307669, 7.612132, 3.589799], [3.021499, 5.252407, 3.376005], [1.551339, 4.244221, 3.910965], [1.841866, 5.780165, 4.694515], [6.202560, 4.808750, -1.740786], [7.506847, 4.743029, -1.028777], [8.224036, 3.534757, -1.355556], [7.829966, 2.308243, -0.742999], [8.928306, 1.475060, -0.892087], [9.915004, 2.178988, -1.588862], [9.519834, 3.422692, -1.714708], [11.248772, 1.727183, -1.946305], [5.548693, 3.915387, -1.680701], [6.373134, 5.077759, -2.805155], [5.634924, 5.661329, -1.275799], [7.463426, 4.807988, 0.021453], [8.092452, 5.612027, -1.306170], [6.857190, 2.147020, -0.303666], [9.116010, 0.392671, -0.606681], [10.033927, 4.262064, -2.146079], [11.857930, 2.596816, -1.813124], [11.188489, 1.427017, -2.975813], [11.622077, 1.018182, -1.175354], [3.615949, 1.396428, 10.704723], [3.064263, 1.515426, 9.224815], [3.750648, 0.449472, 8.423953], [3.264801, 0.304432, 6.989214], [4.203755, -0.722860, 6.258181], [3.501941, -1.197017, 4.969545], [2.141024, -1.789638, 5.260945], [1.195354, -0.695026, 5.816857], [1.860055, -0.183147, 7.052197], [3.275967, 1.598079, 6.148263], [2.960143, 0.832392, 11.355611], [3.762069, 2.422662, 11.089078], [4.522322, 0.841612, 10.672618], [3.312663, 2.485569, 8.788818], [1.952967, 1.403718, 9.183588], [3.673369, -0.468751, 8.967137], [4.834099, 0.716018, 8.285000], [4.346703, -1.546279, 6.888219], [5.238319, -0.273123, 6.176050], [4.107251, -1.991731, 4.512550], [3.417204, -0.371558, 4.170601], [2.380232, -2.631251, 5.938874], [1.714595, -2.214809, 4.307342], [0.268482, -1.171928, 6.119475], [0.983229, 0.035642, 5.048246], [1.790601, -0.973964, 7.781642], [1.266349, 0.640669, 7.475416], [2.925330, 1.316847, 5.169861], [4.250431, 2.066024, 6.160366], [2.531011, 2.219945, 6.546524], [2.333825, 1.571836, 1.965727], [1.914508, 0.400839, 2.685821], [2.341792, 2.672725, 2.684672], [3.748561, 1.204034, 1.409794], [4.595492, 0.877690, 2.425369], [3.811111, 0.136853, 0.563943], [4.300339, 2.237364, 0.699493], [0.779942, -0.288216, 2.246126], [-0.589485, 0.330722, 2.683170], [-0.712949, 0.403178, 3.747973], [-0.805465, 1.272422, 2.241541], [-1.370931, -0.401287, 2.293993], [0.753949, -1.355769, 2.638545], [0.869403, -0.349832, 1.155010], [1.648828, 1.725152, 1.096906], [-4.083780, -1.089166, -1.949596], [-3.495569, 0.075735, -1.417577], [-3.776658, -1.171195, -3.302417], [-3.531420, -2.327130, -1.179613], [-3.886056, -2.154628, 0.128423], [-3.987958, -3.521655, -1.555364], [-2.157598, -2.308585, -1.269564], [-4.489380, 0.810985, -0.723619], [-3.939412, 2.170563, -0.187471], [-3.755943, 2.754201, -1.055513], [-4.653148, 2.687263, 0.451238], [-3.004218, 2.022908, 0.325461], [-4.885571, 0.151857, 0.102565], [-5.349808, 1.052727, -1.327490], [-5.156126, -1.088992, -1.889702]],
  "forces_ev_per_angstrom": [[1.6, 0.0, 1.2], [-0.9, -1.1, 0.7], [1.1, -1.6, -0.4], [-0.3, 1.4, 0.8], [-0.6, -0.7, -1.8], [0.7, 0.7, -0.5], [-0.9, -0.2, -0.2], [-1.1, -0.2, 0.7], [0.2, -0.1, 0.0], [-0.4, 0.1, 0.4], [-0.2, 0.4, -1.2], [-0.9, 0.1, -0.4], [0.8, -0.5, -1.2], [-0.5, 0.3, 0.9], [0.0, 0.4, 0.6], [-0.2, -0.1, 0.0], [0.5, 0.1, 0.4], [-0.2, 0.9, 0.0], [-0.1, 0.9, 1.5], [-0.5, -1.2, 1.0], [-0.9, -1.4, 2.5], [-0.8, 2.6, 1.8], [1.0, 0.6, -1.3], [-0.9, -0.7, 0.8], [0.9, -1.2, -1.1], [1.8, 1.7, -0.9], [0.2, 0.4, 0.5], [-1.0, -0.1, -1.0], [1.0, -0.8, -1.3], [-0.4, -0.2, -1.4], [1.0, 0.2, -0.7], [0.3, 0.0, -0.9], [-0.1, 0.0, -0.1], [0.3, 0.6, -0.2], [-0.5, 0.5, -0.1], [-0.7, -0.4, 0.6], [-0.7, -1.3, 0.1], [-0.3, 0.5, 0.9], [1.1, -1.4, 0.9], [0.6, 0.5, -0.3], [3.1, 1.2, 1.0], [0.9, 0.0, 0.2], [0.1, 0.4, 0.7], [-1.3, -0.2, -1.7], [1.7, 1.0, 0.1], [-0.6, -0.1, -0.1], [0.6, -0.1, 0.0], [0.0, -0.2, -0.2], [-2.2, 0.0, 0.0], [0.3, -0.2, 0.1], [-1.2, -0.4, -0.5], [-1.2, -0.4, 0.0], [0.1, 0.3, 0.0], [-0.5, -0.1, 0.0], [-0.4, -0.6, -0.3], [-1.1, -0.1, -0.8], [-0.1, 1.3, 1.9], [-0.9, 0.6, -0.1], [0.7, -2.1, -0.7], [0.8, -0.2, 0.8], [-1.2, 2.1, 0.5], [0.9, 1.4, 1.8], [0.3, -1.2, -0.8], [-1.2, 0.2, 0.6], [0.0, 0.5, -0.3], [0.2, -0.7, -0.3], [-0.6, -0.6, -0.4], [0.2, 0.3, -0.1], [-0.2, 0.8, -0.5], [-0.1, -0.1, -0.1], [0.8, -1.8, -0.6], [0.3, 0.0, 0.1], [-0.9, -0.2, 0.1], [0.9, -0.2, -0.3], [0.0, 0.1, -1.4], [-1.7, 1.2, -0.4], [0.4, 0.7, -1.0], [1.0, -2.1, 1.7], [2.3, -0.1, -1.3], [-0.7, -1.0, -0.1], [-0.7, -0.2, 1.7], [-2.1, 0.8, -0.7], [0.0, -0.1, 1.1], [0.6, 0.4, 0.1], [-0.2, -0.3, 0.6], [0.3, -0.8, -0.6], [-0.5, -0.1, 1.4], [0.3, 0.0, -0.3], [0.1, 0.1, 0.0], [-0.5, 1.8, -0.4], [0.4, -0.1, -0.1], [0.7, 0.4, -0.4], [0.6, -0.6, -0.2], [-0.4, 0.0, -1.0], [-1.1, 1.2, -1.1], [-0.5, 0.2, 0.8], [1.4, 1.4, -1.3], [0.9, -0.6, -0.8], [-0.5, 1.6, -1.0], [0.9, 1.3, -1.5], [-0.4, -0.2, -1.1], [1.1, -1.7, -0.5], [-1.4, 0.9, 0.9], [0.2, -1.7, 0.6], [-0.4, 0.1, 0.0], [0.1, -0.8, 0.1], [1.1, -0.1, 0.1], [-0.1, 0.1, 0.3], [0.9, 0.1, 0.3], [-0.1, -1.0, -0.3], [-0.9, -0.3, 0.4], [-0.2, -1.2, 1.3], [-1.4, -0.1, -0.3], [0.2, 0.3, 0.2], [0.2, -1.2, 1.3], [-0.9, 0.3, 0.1], [0.5, 0.3, 1.1], [-0.3, 0.2, 0.1], [0.1, 0.3, -0.1], [0.4, -0.3, 0.4], [0.3, -0.2, -0.1], [0.3, 0.1, -0.5], [0.2, -0.1, 0.0], [-0.8, 1.1, 0.7], [-0.6, 1.3, -0.4], [0.3, -0.6, 0.9], [0.4, -0.3, 0.1], [0.4, -0.4, 0.1], [-0.2, 0.6, -0.5], [-0.5, 0.3, 0.2], [-0.1, -0.4, 0.5], [-1.1, -0.4, 0.1], [-0.1, -2.2, -1.3], [0.1, 0.0, 0.5], [0.0, 1.0, -0.4], [0.7, 0.9, 0.5], [0.5, 1.3, -0.4], [-0.5, -0.2, 0.0], [0.2, -0.8, -0.4], [1.2, -0.3, -1.0], [-0.7, -0.5, -0.1], [1.3, -0.1, 0.0], [0.6, 1.6, 1.0], [0.5, -0.5, -0.7], [0.2, 0.3, -0.3], [-1.3, -0.5, 0.2], [-0.4, 0.7, 2.6], [-0.4, -1.8, -0.4], [0.2, 0.8, -0.7], [-0.1, -0.2, 0.0], [0.3, -0.1, 0.4], [0.5, 0.8, -0.5], [-0.2, -0.1, -0.7], [-0.6, 0.0, 0.3]],
  "charge": 4,
  "e_homo_ha": -0.50142,
  "energy_ha": -3289.15799,
  "e_lumo_ev": -5.861,
  "gap_ev": 7.78
}